This record from the Open Molecules 2025 dataset describes an isolated molecule of C23H19ClN4O2. The level of theory is ωB97M-V/def2-TZVPD.

Values from the calculation:
2S+1 ... 1
Total energy ... -1717.62803 a.u.
Relative energy (zero: lowest compared OMol25 entry of this formula, charge and spin) ... 0.0000 eV
Gap between HOMO and LUMO ... 0.2757 Ha
SMILES ... O=C(NCCO)c1cccc(Nc2nc(-c3ccccc3)c3cc(Cl)ccc3n2)c1
HOMO ... -8.00 eV

CARTESIAN COORDINATES (ANGSTROEM)
1 O -4.96365 0.07865 0.42964
2 C -3.82018 0.24513 0.05072
3 N -3.03263 -0.77735 -0.36885
4 H -2.07723 -0.59445 -0.63147
5 C -3.42788 -2.15576 -0.24232
6 H -3.19038 -2.69674 -1.16341
7 C -2.72476 -2.84087 0.94177
8 H -1.64001 -2.77215 0.82038
9 O -3.01345 -4.21396 1.00591
10 H -3.96219 -4.32478 1.13687
11 H -3.00654 -2.33190 1.87400
12 H -4.51120 -2.16318 -0.08873
13 C -3.18601 1.59460 -0.03638
14 C -1.81650 1.75989 0.11978
15 C -1.24386 3.02470 0.02772
16 C -2.06913 4.13031 -0.18389
17 C -3.43555 3.96514 -0.31222
18 C -3.99984 2.70372 -0.24341
19 H -5.06401 2.55923 -0.34345
20 H -4.06390 4.82894 -0.46967
21 H -1.63361 5.11778 -0.24205
22 N 0.12390 3.23222 0.15694
23 C 1.14649 2.33869 0.13607
24 N 2.35153 2.84474 0.32389
25 C 3.39050 1.99656 0.26832
26 C 4.70071 2.49732 0.43364
27 C 5.77561 1.66057 0.34600
28 C 5.58545 0.29419 0.07601
29 C 4.33330 -0.23636 -0.08061
30 C 3.21145 0.60216 0.03772
31 C 1.85982 0.17697 -0.09576
32 N 0.87115 1.03653 -0.06987
33 C 1.46274 -1.22830 -0.26949
34 C 0.53029 -1.55033 -1.25331
35 C 0.11127 -2.85739 -1.41654
36 C 0.60000 -3.85265 -0.58496
37 C 1.51043 -3.53454 0.40937
38 C 1.94531 -2.23057 0.56742
39 H 2.63384 -1.98129 1.36161
40 H 1.88059 -4.30528 1.06862
41 H 0.26134 -4.87035 -0.70294
42 H -0.60074 -3.10225 -2.19063
43 H 0.15783 -0.76499 -1.89522
44 H 4.20311 -1.28242 -0.30986
45 Cl 6.97668 -0.72481 -0.06799
46 H 6.77981 2.03596 0.46813
47 H 4.82076 3.55245 0.61937
48 H 0.43275 4.19127 0.24464
49 H -1.17341 0.92493 0.33846

Atomic partial charges in e from the Mulliken method, atoms 1 to 2: number 1, O, carries -0.681; number 2, C, carries 0.335